Record 1
{
  "formula": "C5H28BN10O7Pd",
  "method": "ωB97M-V with the def2-TZVPD basis set",
  "elements": ["N", "H", "H", "H", "H", "N", "H", "H", "H", "H", "Pd", "B", "H", "H", "H", "H", "C", "O", "O", "O", "C", "O", "N", "N", "H", "H", "H", "H", "C", "O", "N", "N", "H", "H", "H", "H", "C", "O", "N", "N", "H", "H", "H", "H", "C", "O", "N", "N", "H", "H", "H", "H"],
  "xyz": [[3.967, 0.317, 2.396], [3.163, -0.190, 2.054], [3.867, 1.263, 2.056], [4.746, -0.225, 2.049], [3.969, 0.292, 3.406], [2.844, 2.042, -1.049], [2.121, 1.464, -0.644], [3.532, 2.215, -0.330], [2.464, 2.954, -1.257], [3.436, 1.701, -1.793], [-1.952, 0.473, -0.354], [-2.726, 2.103, 1.227], [-1.925, 2.271, 0.525], [-3.557, 1.534, 0.840], [-2.381, 1.479, 2.036], [-3.098, 3.055, 1.574], [0.580, 0.166, 0.388], [0.331, 0.744, -0.651], [-0.388, -0.367, 0.948], [1.761, 0.043, 0.820], [-1.241, -1.354, -3.082], [-1.722, -1.216, -1.949], [-1.741, -2.034, -3.996], [-0.080, -0.946, -3.503], [-2.478, -2.625, -3.637], [-1.891, -1.714, -4.942], [0.616, -0.427, -2.986], [0.093, -1.234, -4.456], [-1.758, 2.749, -2.477], [-2.344, 1.801, -2.016], [-2.185, 3.633, -3.271], [-0.511, 3.077, -2.139], [-1.516, 4.344, -3.530], [-3.139, 3.492, -3.571], [-0.180, 2.327, -1.549], [-0.024, 3.884, -2.503], [2.284, -3.458, 1.273], [2.762, -4.551, 1.540], [1.060, -3.000, 1.357], [2.993, -2.465, 0.797], [0.335, -3.610, 1.707], [0.800, -2.026, 1.428], [3.986, -2.450, 0.986], [2.583, -1.551, 0.664], [-2.396, -2.057, 3.574], [-2.808, -2.622, 4.562], [-2.511, -0.794, 3.468], [-1.591, -2.555, 2.670], [-2.171, -0.271, 2.674], [-3.211, -0.256, 3.958], [-1.477, -3.557, 2.715], [-1.292, -1.869, 1.992]],
  "atomic_forces_ev_per_a": [[0.043, -0.512, 0.347], [-1.591, -0.291, -0.373], [0.385, 0.206, -0.035], [0.817, 0.350, -0.158], [0.063, 0.099, 0.532], [1.693, 1.544, 0.465], [-1.200, -1.579, 0.001], [0.112, 0.163, 0.610], [-0.279, 0.338, -0.505], [-0.578, -0.586, -0.822], [0.864, 1.121, -0.686], [-0.253, -0.801, 0.838], [3.581, 0.678, -3.171], [-3.604, -2.388, -2.213], [1.670, -2.063, 3.550], [-1.114, 3.351, 0.961], [0.938, -1.788, 2.011], [-0.282, 3.252, -4.796], [-2.580, -2.215, 3.046], [1.920, 0.720, 0.622], [2.123, 3.046, 4.805], [-0.295, 0.063, 1.041], [-6.065, -5.346, -4.638], [3.620, 2.279, -0.571], [-0.452, 0.025, -0.525], [0.351, -0.101, 0.131], [-0.553, 0.032, 0.001], [0.851, 0.243, 0.427], [2.537, 0.637, 1.440], [-1.972, -2.069, 0.051], [-3.402, 2.111, -3.249], [2.061, -1.583, 1.686], [-1.251, 0.143, -0.609], [0.125, 0.931, -0.556], [1.305, 0.601, 0.249], [0.025, -0.541, 0.420], [1.616, -2.277, 0.733], [-0.988, 0.333, 0.085], [-5.122, -0.811, 1.233], [4.292, 3.329, -1.264], [0.540, -0.200, -0.240], [0.468, -0.047, -0.240], [-0.048, -0.633, -0.359], [-0.211, -0.241, -0.215], [2.966, 1.852, -3.700], [-2.132, -3.040, 4.159], [-2.287, 4.409, 0.651], [-0.337, -2.418, 0.293], [0.513, 0.193, -0.341], [-0.014, -0.178, 0.378], [0.489, 0.154, -0.756], [0.644, -0.495, -0.750]],
  "max_force_ev_per_a": 9.3,
  "orbital_gap_ev": [7.7, 4.1],
  "total_energy_ev": -39009.19120,
  "spin_multiplicity": 4,
  "s_squared": 3.76,
  "lumo_ev": [-6.42, -10.07],
  "charge": 2
}

Record 2
{
  "formula": "C5H28N2O8",
  "method": "ωB97M-V with the def2-TZVPD basis set",
  "elements": ["C", "N", "C", "C", "C", "N", "C", "O", "H", "H", "H", "H", "H", "H", "H", "H", "H", "H", "H", "H", "H", "H", "O", "H", "H", "O", "H", "H", "O", "H", "H", "O", "H", "H", "O", "H", "H", "O", "H", "H", "O", "H", "H"],
  "xyz": [[-3.417, -0.837, 1.972], [-2.634, -0.110, 3.068], [-2.001, 1.108, 2.655], [-0.551, 0.679, 2.023], [-0.545, 0.938, 0.490], [0.029, -0.304, -0.271], [0.112, 2.163, 0.082], [-0.179, 2.387, -1.327], [-4.169, -0.248, 1.548], [-3.912, -1.707, 2.502], [-2.855, -1.314, 1.168], [-1.955, -0.775, 3.445], [-1.963, 1.871, 3.427], [-2.571, 1.543, 1.786], [-0.363, -0.550, 2.174], [0.099, 1.305, 2.550], [-1.586, 1.164, -0.020], [-0.470, -1.184, -0.165], [0.183, -0.175, -1.268], [1.248, 2.201, 0.077], [-0.268, 2.931, 0.726], [-1.091, 2.473, -1.638], [3.636, 1.132, 0.066], [2.746, 0.486, -0.269], [4.009, 1.100, -0.905], [-1.137, -3.694, 0.350], [-1.976, -3.116, 0.443], [-0.702, -3.227, 1.095], [1.052, 3.151, -3.480], [1.432, 3.306, -2.646], [0.317, 2.733, -3.144], [-0.620, -2.931, 2.967], [0.235, -3.211, 3.168], [-1.034, -3.100, 3.872], [3.179, -2.051, -1.138], [4.116, -1.931, -0.896], [2.950, -1.034, -1.224], [-1.380, -1.661, -2.335], [-1.210, -2.684, -2.390], [-0.793, -1.547, -3.118], [3.081, 1.268, -3.364], [2.756, 0.460, -3.695], [2.409, 2.012, -3.414]],
  "atomic_forces_ev_per_a": [[1.193, -1.693, 2.957], [-2.136, -1.273, -0.703], [1.282, -1.164, -2.612], [-2.724, -2.267, -0.862], [-1.160, -3.581, -1.779], [0.588, 1.691, 1.325], [1.791, 0.877, -1.761], [0.587, 0.435, -0.115], [-1.008, 1.170, -0.431], [0.323, 0.964, -0.590], [0.579, 0.352, -0.182], [-0.298, 0.482, -0.202], [0.311, -0.170, 0.280], [0.287, -0.292, 1.040], [-0.343, 3.666, -0.084], [1.905, 0.460, 0.472], [1.064, -0.880, 1.700], [-0.155, 0.568, 0.133], [-0.496, 0.393, 0.405], [-1.324, -0.314, 0.363], [-0.162, 0.914, 0.119], [-0.135, -0.129, 1.152], [-3.106, -3.348, -4.786], [3.300, 2.876, 2.266], [-0.459, 0.665, 2.533], [-1.970, 2.490, 0.809], [1.434, -1.740, -0.798], [0.339, -0.904, -0.363], [2.014, 1.171, -2.611], [1.196, 1.056, 1.803], [-2.919, -1.741, 0.595], [-2.730, 0.361, 2.204], [2.664, -0.651, 0.036], [0.222, 0.409, -1.916], [0.112, 3.538, -0.181], [-0.347, -0.500, -0.047], [0.235, -3.236, 0.110], [1.513, -3.545, -1.845], [-1.051, 2.312, 1.148], [-0.591, 1.028, 0.496], [0.616, 2.234, 1.184], [-0.958, -1.040, -0.735], [0.514, -1.645, -0.528]],
  "max_force_ev_per_a": 6.6,
  "orbital_gap_ev": 8.9,
  "total_energy_ev": -24995.33389,
  "e_above_lowest_kcal_mol": 128.1,
  "smiles": "CNCC[C@H](N)CO.O.O.O.O.O.O.O",
  "lumo_ev": 0.18
}

Record 3
{
  "formula": "C5H28N2O9",
  "method": "ωB97M-V with the def2-TZVPD basis set",
  "elements": ["C", "C", "C", "C", "N", "C", "N", "O", "H", "H", "H", "H", "H", "H", "H", "H", "H", "H", "H", "H", "O", "H", "H", "O", "H", "H", "O", "H", "H", "O", "H", "H", "O", "H", "H", "O", "H", "H", "O", "H", "H", "O", "H", "H"],
  "xyz": [[0.178, 0.404, -3.163], [-1.119, 0.326, -2.257], [-1.335, -1.119, -1.786], [-0.365, -1.658, -0.710], [-0.877, -1.219, 0.593], [-0.356, -1.569, 1.825], [0.726, -2.464, 1.808], [-0.772, -1.087, 2.860], [0.954, 0.660, -2.440], [0.408, -0.538, -3.630], [0.120, 1.065, -4.013], [-1.979, 0.691, -2.868], [-1.039, 1.107, -1.539], [-1.302, -1.809, -2.640], [-2.377, -1.228, -1.503], [0.670, -1.241, -0.804], [-0.410, -2.798, -0.672], [-1.366, -0.335, 0.552], [1.329, -2.313, 1.013], [1.185, -2.563, 2.683], [2.827, 2.084, 2.021], [3.207, 1.198, 2.083], [1.980, 2.000, 2.507], [3.103, -2.661, -0.213], [3.733, -3.346, -0.462], [3.224, -1.971, -0.892], [1.548, 2.016, -0.625], [2.027, 2.449, 0.096], [0.632, 1.994, -0.275], [-0.763, 2.260, 0.806], [-1.604, 2.565, 0.450], [-0.543, 2.808, 1.586], [3.383, -0.313, -1.461], [2.576, 0.227, -1.434], [4.148, 0.115, -1.067], [-3.446, 1.750, 0.213], [-3.438, 1.954, 1.161], [-3.367, 0.775, 0.185], [0.520, 1.705, 3.461], [0.588, 1.606, 4.413], [-0.078, 1.030, 3.123], [-4.426, -0.957, 0.586], [-3.498, -0.773, 0.782], [-4.607, -0.830, -0.351]],
  "atomic_forces_ev_per_a": [[-0.729, -0.190, 1.390], [0.313, -0.320, -2.943], [0.165, -0.042, -0.303], [-0.554, -0.584, 0.728], [-0.003, -0.230, 0.188], [1.382, -0.073, -0.599], [-1.651, 0.926, -1.227], [-0.602, 0.471, 0.648], [0.338, 0.229, -0.797], [0.039, -0.718, 0.130], [-0.046, 0.813, 0.201], [0.330, -0.699, 0.345], [0.141, 0.194, 1.232], [0.358, 0.408, -0.107], [-0.180, -0.180, 0.791], [-0.655, -0.722, -0.484], [0.536, 1.531, -0.388], [0.280, 0.032, 0.488], [0.465, -0.536, -0.046], [0.212, 0.053, 0.555], [-0.087, -0.150, 0.101], [-0.045, 0.226, -0.105], [0.322, -0.002, -0.043], [0.125, -0.296, -0.163], [-0.160, -0.090, 0.156], [-0.058, 0.266, 0.252], [-0.341, -0.077, -0.057], [0.234, -0.280, 0.052], [0.491, 0.072, -0.171], [0.342, 0.245, 0.843], [-0.277, 0.008, -0.115], [-0.156, -0.362, -0.563], [-0.153, -0.638, -0.589], [0.695, 0.553, 0.442], [-0.496, 0.473, 0.074], [0.339, -0.246, 0.190], [-0.272, -0.189, -0.235], [-0.342, 1.072, -0.025], [-0.024, 0.524, -0.236], [-0.133, -0.190, 0.036], [-0.147, -0.551, 0.198], [-0.160, 0.019, 0.342], [-0.125, -0.724, -0.193], [0.288, -0.026, 0.007]],
  "max_force_ev_per_a": 3.0,
  "orbital_gap_ev": 10.0,
  "total_energy_ev": -27048.42281,
  "e_above_lowest_kcal_mol": 37.4,
  "smiles": "CCCCNC(N)=O.O.O.O.O.O.O.O.O",
  "lumo_ev": 0.22
}

Record 4
{
  "formula": "C5H28NO8",
  "method": "ωB97M-V with the def2-TZVPD basis set",
  "elements": ["C", "C", "C", "C", "C", "N", "H", "H", "H", "H", "H", "H", "H", "H", "H", "H", "H", "H", "H", "H", "O", "H", "H", "O", "H", "H", "O", "H", "H", "O", "H", "H", "O", "H", "H", "O", "H", "H", "O", "H", "H", "O"],
  "xyz": [[-0.807, 1.473, -0.383], [-0.592, -0.130, -0.293], [0.827, -0.397, -0.063], [1.536, -1.449, -0.713], [2.865, -1.976, -0.446], [-0.940, 2.153, 0.995], [-1.766, 1.524, -0.945], [-0.175, 2.045, -0.872], [-1.025, -0.684, -1.140], [-1.319, -0.434, 0.507], [1.216, 0.287, 0.726], [1.173, -2.004, -1.620], [2.757, -2.981, -0.727], [3.222, -1.654, 0.537], [3.671, -1.648, -1.157], [-0.095, 2.540, 1.345], [-1.237, 1.585, 1.803], [-1.531, 2.967, 1.052], [1.982, 1.833, 0.992], [2.636, 3.025, 1.577], [1.790, 2.570, 1.416], [-3.582, -1.325, -3.381], [-4.415, -0.983, -2.180], [-3.531, -0.885, -2.569], [3.481, 1.199, -1.461], [2.836, 2.569, -1.515], [3.083, 1.924, -2.059], [-1.488, -2.819, -1.466], [-1.109, -4.199, -1.844], [-0.840, -3.472, -1.370], [-3.299, -2.476, 2.806], [-1.799, -2.789, 3.001], [-2.418, -2.185, 2.608], [-1.831, -0.660, 3.265], [-2.594, 0.594, 3.798], [-1.803, 0.329, 3.344], [-2.357, 2.689, -3.273], [-3.068, 1.360, -3.545], [-2.350, 1.737, -3.030], [3.628, 0.324, 2.353], [4.829, -0.183, 2.005], [4.440, 0.607, 1.924]],
  "atomic_forces_ev_per_a": [[-4.760, -3.343, 2.485], [-0.661, 1.407, -0.003], [-0.588, -0.651, 0.527], [0.660, 0.200, -1.614], [0.232, 2.464, 0.805], [-0.765, -0.904, 0.237], [0.419, 0.333, 0.569], [3.612, 2.167, -2.570], [0.358, 0.681, -0.198], [0.959, 0.011, 0.086], [0.472, -1.223, -0.710], [-0.891, 1.091, 1.016], [0.412, -1.952, 0.393], [0.154, -0.791, -0.037], [-0.782, 0.172, 0.011], [2.055, 0.373, -0.011], [-0.512, -0.905, -0.088], [-0.923, 0.367, -0.780], [1.938, -5.135, -3.102], [-0.401, -0.097, 0.081], [-1.180, 5.408, 2.997], [-0.119, -1.098, -2.016], [0.289, 0.045, -0.146], [-0.119, 0.899, 2.186], [-0.671, 1.954, -1.509], [-1.428, 4.441, 3.508], [2.125, -6.393, -1.866], [-1.806, 1.291, -0.365], [-1.021, -2.722, -1.749], [2.803, 1.526, 2.086], [-0.670, -0.436, 0.290], [0.115, -0.798, 0.313], [0.705, 0.836, -0.608], [-0.490, 0.950, -0.007], [-0.540, 0.066, 0.446], [1.032, -0.337, -0.848], [0.048, -0.910, 0.106], [-0.128, -0.251, 0.045], [0.183, 1.272, -0.018], [-0.643, 0.846, 0.446], [3.715, -4.619, 0.128], [-3.190, 3.768, -0.515]],
  "max_force_ev_per_a": 7.0,
  "orbital_gap_ev": [9.6, 6.2],
  "total_energy_ev": -23489.78834,
  "spin_multiplicity": 2,
  "e_above_lowest_kcal_mol": 4.0,
  "s_squared": 0.75,
  "lumo_ev": [-7.37, -10.77],
  "charge": 2
}